This record from the Open Molecules 2025 dataset describes a structure of composition C23H33Cl2IrNO4SSi. The level of theory is the ωB97M-V functional and the def2-TZVPD basis.

Element x y z (Å)
1 Ir 0.4569 -0.2827 0.0955
2 C 3.2027 -1.6941 1.7199
3 C 2.2947 -2.7757 2.2647
4 O 1.0110 -2.2175 2.1119
5 C -0.1041 -2.9459 2.5530
6 C -1.2811 -2.2015 1.9471
7 O -1.0067 -1.8102 0.5684
8 C -0.9382 -2.9823 -0.2899
9 C -0.4184 -2.5835 -1.6490
10 O 0.8022 -1.8268 -1.4928
11 C 1.9432 -2.6913 -1.2503
12 C 3.0840 -1.8602 -0.7258
13 O 2.7186 -1.1716 0.4691
14 H 4.2291 -2.0425 1.5988
15 H 3.1919 -0.8408 2.3956
16 H 2.5352 -2.9726 3.3134
17 H 2.3747 -3.7212 1.7120
18 H -0.1965 -2.9326 3.6436
19 H -0.0500 -3.9932 2.2365
20 H -1.4732 -1.2725 2.4727
21 H -2.1878 -2.8072 1.9428
22 H -1.9424 -3.4028 -0.3591
23 H -0.2834 -3.7151 0.1793
24 H -1.1164 -1.9372 -2.1718
25 H -0.2300 -3.4630 -2.2658
26 H 2.2049 -3.1669 -2.1969
27 H 1.6686 -3.4591 -0.5252
28 H 3.3705 -1.1017 -1.4573
29 H 3.9502 -2.5011 -0.5498
30 Cl 1.9216 1.3362 -0.6433
31 C 2.1047 2.5266 0.6660
32 C 2.8794 3.6367 0.4098
33 C 3.0167 4.5565 1.4380
34 C 2.3847 4.3427 2.6545
35 C 1.6080 3.2133 2.8531
36 Cl 0.8057 2.9681 4.3575
37 C 1.4453 2.2589 1.8435
38 S 0.4518 0.8388 2.1079
39 H 3.3604 3.7824 -0.5476
40 H 3.6169 5.4428 1.2894
41 H 2.4854 5.0570 3.4597
42 C -3.7358 2.2589 -0.9867
43 Si -2.3417 1.7522 0.1413
44 C -3.0907 0.9480 1.6385
45 C -1.3394 3.2896 0.4684
46 N -1.1269 0.5984 -0.7455
47 C -1.2939 0.4043 -2.0981
48 C -2.5696 0.0378 -2.5908
49 C -2.7581 -0.2391 -3.9275
50 C -1.6970 -0.1231 -4.8230
51 C -0.4345 0.2378 -4.3572
52 C -0.2227 0.4738 -3.0153
53 H -4.1828 3.1100 -0.4615
54 H -4.5280 1.5222 -1.1117
55 H -3.4246 2.6224 -1.9660
56 H -3.8025 1.6803 2.0329
57 H -2.3820 0.7451 2.4345
58 H -3.6636 0.0523 1.3929
59 H -2.0210 4.1387 0.3779
60 H -0.5395 3.4433 -0.2583
61 H -0.9156 3.3120 1.4689
62 H -3.3868 -0.0955 -1.8988
63 H -3.7350 -0.5445 -4.2769
64 H -1.8517 -0.3143 -5.8761
65 H 0.3889 0.3387 -5.0511
66 H 0.7640 0.7638 -2.6897

## Properties
LUMO level (spin up / spin down), eV: -6.24 / -7.89
Gap between HOMO and LUMO (spin up / spin down), Eh: 0.2678 / 0.2067
2S+1: 2
Energy above the lowest of the compared OMol25 structures with the same formula, charge and spin, kcal per mole: 8.3
Charge: +2
Highest occupied orbital energy (spin up / spin down), eV: -13.528 / -13.517
⟨S²⟩: 0.78

---

This record from the Open Molecules 2025 dataset describes a structure of composition C3H4N3P. The level of theory is the ωB97M-V functional and the def2-TZVPD basis.

Element x y z (Å)
1 C -2.7049 -1.5120 -0.1218
2 C -3.3670 1.1116 0.0878
3 C -0.8294 0.3569 -0.0214
4 N -2.6127 -2.5137 -0.6323
5 N -4.0003 1.9467 -0.3177
6 N 0.6756 -0.6929 0.5348
7 P -2.3169 -0.1154 0.8726
8 H -0.6899 0.1018 -1.1479
9 H -0.7748 1.4034 0.3508
10 H 0.6377 -0.7837 1.5302
11 H 0.5277 -1.6235 0.1492

## Properties
LUMO level, eV: 0.18
Gap between HOMO and LUMO, Eh: 0.3942
Energy above the lowest of the compared OMol25 structures with the same formula, charge and spin, kcal per mole: 32.1
Highest occupied orbital energy, eV: -10.548

---

This record from the Open Molecules 2025 dataset describes a structure of composition C30H66N2O36S9. The level of theory is the ωB97M-V functional and the def2-TZVPD basis.

Element x y z (Å)
1 C 5.3097 -10.8169 13.5397
2 C 4.4434 -11.5386 14.6147
3 N 5.1358 -12.5938 15.3507
4 C 6.3855 -12.1319 15.9242
5 C 7.2455 -13.2239 16.5155
6 C 4.2315 -13.2436 16.2876
7 C 3.1543 -14.0723 15.5640
8 H 4.6678 -10.1153 13.0097
9 H 5.6640 -11.6073 12.8852
10 H 6.0066 -10.1908 14.0933
11 H 4.1803 -10.7527 15.3398
12 H 3.6250 -12.0077 14.0757
13 H 6.9434 -11.7264 15.0766
14 H 6.3584 -11.2886 16.6354
15 H 7.0848 -14.1320 15.9258
16 H 8.3225 -13.0602 16.5262
17 H 6.9872 -13.4559 17.5531
18 H 3.7707 -12.4286 16.8735
19 H 4.7479 -13.8629 17.0203
20 H 3.7035 -14.7214 14.8807
21 H 2.4062 -13.4868 15.0359
22 H 2.5803 -14.6796 16.2682
23 C 8.0525 -17.1636 16.5179
24 C 7.7350 -18.2750 15.4827
25 N 8.8651 -18.7923 14.7234
26 C 10.1401 -18.8380 15.4493
27 C 10.2811 -19.8186 16.6017
28 C 8.5859 -20.1053 14.1590
29 C 7.4650 -19.9588 13.1166
30 H 8.4446 -16.2579 16.0541
31 H 8.7420 -17.5498 17.2691
32 H 7.1338 -16.9056 17.0452
33 H 7.1712 -19.0467 16.0189
34 H 7.0267 -17.7714 14.8168
35 H 10.8800 -19.0947 14.6943
36 H 10.3337 -17.8760 15.9291
37 H 11.2060 -19.7420 17.1760
38 H 9.4127 -19.8521 17.2639
39 H 10.3798 -20.8539 16.2491
40 H 8.2605 -20.8828 14.8618
41 H 9.4132 -20.5200 13.5803
42 H 7.4924 -18.9590 12.6782
43 H 6.4471 -19.9957 13.5200
44 H 7.5210 -20.8029 12.4284
45 C 12.2682 -16.4753 14.3526
46 C 13.7051 -16.1817 13.9500
47 O 13.8903 -14.7684 13.9648
48 S 12.4966 -14.0092 14.4379
49 O 11.7309 -13.7671 13.2502
50 O 12.6614 -12.9515 15.3795
51 O 11.9094 -15.3575 15.1478
52 H 12.2357 -17.3506 14.9943
53 H 11.6138 -16.5514 13.4846
54 H 14.0157 -16.6744 13.0273
55 H 14.4388 -16.5597 14.6681
56 C 2.7408 -18.6853 10.3123
57 C 4.2778 -18.6968 10.4656
58 O 4.5724 -17.4086 10.9982
59 S 3.4122 -16.3105 10.7914
60 O 3.5418 -15.6590 9.5116
61 O 3.2769 -15.5245 11.9767
62 O 2.2105 -17.4123 10.5743
63 H 2.2916 -19.5020 10.8717
64 H 2.5639 -18.9506 9.2651
65 H 4.8563 -18.8279 9.5522
66 H 4.5211 -19.5298 11.1241
67 C 8.7357 -16.7043 12.7205
68 C 7.2297 -16.4865 13.0311
69 O 6.9799 -15.0895 12.7783
70 S 8.3643 -14.2335 12.5227
71 O 8.8061 -13.7578 13.7866
72 O 8.1055 -13.2862 11.4771
73 O 9.2308 -15.5334 12.0999
74 H 8.9623 -17.4729 11.9821
75 H 9.2584 -16.8742 13.6636
76 H 7.0646 -16.6541 14.0922
77 H 6.6030 -17.1287 12.4183
78 C 13.2349 -19.4903 9.6748
79 C 12.0877 -20.4800 9.8215
80 O 11.5927 -20.2447 11.1556
81 S 11.5449 -18.6293 11.3182
82 O 11.7435 -18.1928 12.6702
83 O 10.4455 -18.0944 10.5671
84 O 12.9222 -18.3942 10.5259
85 H 13.3169 -19.1517 8.6435
86 H 14.1435 -20.0064 9.9834
87 H 12.4496 -21.4934 9.6713
88 H 11.2826 -20.3054 9.1064
89 C 7.7102 -15.5389 9.1144
90 C 8.0107 -17.0381 8.8596
91 O 7.8092 -17.2026 7.4729
92 S 8.3521 -15.8941 6.7078
93 O 7.6961 -15.6883 5.4504
94 O 9.7889 -15.8410 6.6890
95 O 7.8602 -14.8600 7.8442
96 H 8.5078 -15.1240 9.7215
97 H 6.7342 -15.5056 9.5954
98 H 7.3756 -17.7422 9.3903
99 H 9.0696 -17.2660 8.9979
100 C 3.6760 -18.6625 16.3116
101 C 3.9151 -17.6950 15.1637
102 O 4.3615 -18.5032 14.0641
103 S 3.8982 -20.0798 14.2446
104 O 4.9862 -20.9607 14.5402
105 O 2.9638 -20.3659 13.2099
106 O 3.1394 -19.8389 15.6870
107 H 2.9870 -18.2813 17.0562
108 H 4.6456 -19.0007 16.6846
109 H 4.6649 -16.9581 15.4400
110 H 2.9971 -17.2556 14.7739
111 C 12.3195 -13.5747 8.6449
112 C 12.1004 -14.3897 9.9320
113 O 12.4541 -15.7158 9.6197
114 S 13.0250 -15.9531 8.1108
115 O 12.3084 -17.0371 7.4858
116 O 14.4545 -15.9222 8.0841
117 O 12.4129 -14.5399 7.6115
118 H 13.2576 -13.0266 8.7561
119 H 11.5430 -12.8461 8.4333
120 H 11.0657 -14.3395 10.2799
121 H 12.7181 -14.0608 10.7686
122 C 5.1772 -12.7705 9.8081
123 C 6.3437 -12.5652 8.7986
124 O 6.5937 -11.1741 8.7935
125 S 5.4570 -10.3038 9.5806
126 O 4.3788 -9.9614 8.6935
127 O 5.9013 -9.2476 10.4338
128 O 5.0576 -11.5412 10.5144
129 H 5.3673 -13.5229 10.5710
130 H 4.2162 -12.9545 9.3259
131 H 6.0251 -12.7933 7.7830
132 H 7.2104 -13.0723 9.2159
133 C 10.3312 -10.9712 12.1477
134 C 10.8253 -10.4744 13.5182
135 O 10.8946 -9.0728 13.2893
136 S 11.5165 -8.7720 11.8213
137 O 12.9546 -8.7724 11.8559
138 O 10.8642 -7.6570 11.2461
139 O 11.0155 -10.1944 11.2033
140 H 9.2444 -10.8664 12.1515
141 H 10.5981 -12.0145 11.9917
142 H 11.8156 -10.8111 13.8303
143 H 10.1029 -10.7413 14.2862

## Properties
LUMO level, eV: -0.24
Gap between HOMO and LUMO, Eh: 0.3001
Energy above the lowest of the compared OMol25 structures with the same formula, charge and spin, kcal per mole: 51.2
Highest occupied orbital energy, eV: -8.402

---

This record from the Open Molecules 2025 dataset describes a structure of composition C2H2FOPb. The level of theory is the ωB97M-V functional and the def2-TZVPD basis.

Element x y z (Å)
1 F -0.9800 -1.7786 -0.0228
2 O -1.0574 0.6948 -0.4618
3 C -0.0383 0.3921 0.1033
4 C 1.2346 0.5153 0.4047
5 Pb -2.6778 -0.8738 -1.0277
6 H 1.6147 0.0742 1.3253
7 H 1.9042 0.9760 -0.3210

## Properties
LUMO level (spin up / spin down), eV: -0.23 / -0.39
Gap between HOMO and LUMO (spin up / spin down), Eh: 0.2226 / 0.3452
2S+1: 2
Energy above the lowest of the compared OMol25 structures with the same formula, charge and spin, kcal per mole: 6.2
Highest occupied orbital energy (spin up / spin down), eV: -6.291 / -9.788
⟨S²⟩: 0.75

---

This record from the Open Molecules 2025 dataset describes the ion H3N6 with charge +1. The level of theory is the ωB97M-V functional and the def2-TZVPD basis.

Element x y z (Å)
1 N -1.7649 0.9282 -0.3010
2 N -1.9430 1.0753 -1.3745
3 N 0.1363 -0.1219 1.0504
4 N -1.2683 0.7570 0.8008
5 N 0.6466 -0.3669 -0.0659
6 N 1.6727 -0.9793 -0.4433
7 H -1.6089 1.1875 1.6993
8 H 1.8178 -0.9028 -1.5085
9 H 2.3116 -1.5772 0.1426

## Properties
LUMO level, eV: -5.69
SMILES: N#[N+]N/N=N/N
Gap between HOMO and LUMO, Eh: 0.3538
Energy above the lowest of the compared OMol25 structures with the same formula, charge and spin, kcal per mole: 40.1
Charge: +1
Highest occupied orbital energy, eV: -15.316

---

This record from the Open Molecules 2025 dataset describes a cluster of 3 separate species, C13H17N3O in total. The level of theory is the ωB97M-V functional and the def2-TZVPD basis.

Element x y z (Å)
1 C -4.4099 -2.3765 0.6236
2 C -4.2444 -1.0311 -0.1583
3 C -3.0426 -0.1072 0.2887
4 C -3.0831 1.1274 -0.4064
5 C -1.9175 1.8098 -0.0538
6 C -0.6992 1.2873 -0.3282
7 O -0.5542 0.8718 -1.3533
8 N 0.3047 1.3111 0.4561
9 C 1.5533 0.8377 0.2877
10 N 2.5398 0.7425 1.3213
11 C 3.5639 0.4555 0.7589
12 C 4.7767 0.0956 1.1674
13 C 5.8526 -0.7270 0.3160
14 C 5.5713 -0.7455 -0.8702
15 C 4.2958 -0.6023 -1.5828
16 C 3.2792 -0.0715 -0.4923
17 N 2.0766 0.1680 -0.7607
18 H 1.4325 0.2360 -1.5638
19 H 4.1926 -0.7012 -2.5525
20 H 6.2959 -1.2120 -1.4094
21 H 6.7720 -0.7599 0.7201
22 H 4.9784 0.3180 2.4575
23 H 0.1478 1.7260 1.5762
24 H -2.0161 2.1287 1.3594
25 H -2.0060 3.1597 -0.5760
26 H -3.9766 1.7353 -0.1969
27 H -3.0375 0.8273 -1.4592
28 H -2.2448 -0.5888 0.0789
29 H -3.3486 -0.0880 1.5087
30 H -4.2947 -1.2082 -1.1633
31 H -5.3072 -0.3569 -0.0046
32 H -3.5914 -2.9763 0.2086
33 H -4.5189 -2.2112 1.6365
34 H -5.3400 -3.0742 0.1661

## Properties
LUMO level, eV: 0.00
Gap between HOMO and LUMO, Eh: 0.2762
Energy above the lowest of the compared OMol25 structures with the same formula, charge and spin, kcal per mole: 311.9
Highest occupied orbital energy, eV: -7.517

---

This record from the Open Molecules 2025 dataset describes a structure of composition C16H25SW. The level of theory is the ωB97M-V functional and the def2-TZVPD basis.

Element x y z (Å)
1 C -0.3914 0.6384 -3.1573
2 C 0.1692 2.0522 -3.3517
3 C 0.3326 -0.3625 -4.0844
4 C -1.8757 0.6508 -3.5553
5 H 0.0127 -0.1649 -5.1176
6 H 0.0915 -1.4050 -3.8621
7 H 1.4192 -0.2727 -4.0645
8 H -0.2903 2.4906 -4.2484
9 H 1.2534 2.0810 -3.4945
10 H -0.0933 2.7102 -2.5162
11 H -1.9573 1.1187 -4.5471
12 H -2.4867 1.2454 -2.8702
13 H -2.3171 -0.3463 -3.6429
14 C 1.7234 0.0129 0.6937
15 C 1.9580 -0.7630 -0.4930
16 C 2.0972 0.1468 -1.6014
17 H 2.1819 -1.8220 -0.5495
18 C 2.0190 1.4855 -1.0582
19 C 1.8547 1.3845 0.3456
20 H 1.9603 2.2070 1.0415
21 H 1.5912 -0.3895 1.6971
22 H 2.4610 -0.1278 -2.5825
23 H 2.2013 2.3981 -1.6197
24 C -2.1084 -0.9047 0.2893
25 C -0.8706 -1.5421 0.5849
26 C -0.3919 -2.1375 -0.6363
27 H -0.4316 -1.6690 1.5745
28 C -1.2758 -1.7585 -1.6974
29 C -2.3264 -0.9554 -1.1104
30 H -3.2062 -0.5832 -1.6272
31 H -2.8352 -0.5503 1.0055
32 H 0.4210 -2.8433 -0.7504
33 H -1.2448 -2.1528 -2.7042
34 W -0.0894 0.0542 -1.1691
35 C -2.5616 1.7187 1.9133
36 S -1.2078 2.1420 0.7905
37 C -0.2138 2.9682 2.0516
38 H -3.4622 1.6208 1.3039
39 H -2.6986 2.5100 2.6567
40 H -2.3324 0.7763 2.4171
41 H 0.4575 3.6673 1.5525
42 H -0.8766 3.5175 2.7256
43 H 0.3598 2.2254 2.6100

## Properties
LUMO level (spin up / spin down), eV: -3.52 / -4.04
Gap between HOMO and LUMO (spin up / spin down), Eh: 0.2637 / 0.2940
2S+1: 3
Charge: +1
Highest occupied orbital energy (spin up / spin down), eV: -10.691 / -12.045
⟨S²⟩: 2.02

---

| no. | F_max (eV/Å) |
| --- | --- |
| 1 | 0.45 |
| 2 | 4.35 |
| 3 | 2.65 |
| 4 | 3.23 |
| 5 | 4.94 |
| 6 | 14.45 |
| 7 | 4.54 |